Formula: C47H40N3P2S2Tc
Source: OMol25
Level of theory: ωB97M-V/def2-TZVPD

Calculated values
* gap between HOMO and LUMO: 5.5 eV
* strongest force on any atom: 0.70 eV/A
* relative energy (zero: lowest compared OMol25 entry of this formula, charge and spin): 191.1 kJ/mol
* calculated total energy: -96303.0085 eV

XYZ file:
```
95
C47H40N3P2S2Tc (ωB97M-V/def2-TZVPD)
Tc -0.6698 -0.1851 -0.2784
C -2.9366 -1.5731 1.7357
P -2.1755 0.0995 1.6919
C -1.6050 0.3224 3.4051
C -0.5845 -0.5026 3.8802
C -0.1885 -0.4217 5.2058
C -0.7880 0.4924 6.0603
C -1.7929 1.3238 5.5891
C -2.2073 1.2352 4.2681
C -3.5022 1.3110 1.4776
C -4.8457 0.9618 1.5709
C -5.8308 1.9169 1.3601
C -5.4793 3.2248 1.0646
C -4.1401 3.5815 0.9768
C -3.1565 2.6274 1.1759
C -1.7751 -2.4974 1.5681
C -1.4460 -3.7175 2.1031
C -0.1636 -4.0611 1.5796
C 0.2123 -3.0353 0.7464
C 1.4533 -2.7105 -0.0249
P 1.5559 -0.8887 0.1288
C 2.1666 -0.6089 1.8267
C 2.2379 0.7094 2.2686
C 2.7422 1.0159 3.5202
C 3.1741 -0.0037 4.3573
C 3.0911 -1.3221 3.9357
C 2.5919 -1.6269 2.6761
C 2.9452 -0.2592 -0.8541
C 4.2258 -0.7356 -0.5781
C 5.3132 -0.2826 -1.3078
C 5.1312 0.6685 -2.3026
C 3.8620 1.1618 -2.5658
C 2.7689 0.6953 -1.8501
N -0.7749 -2.0805 0.7213
H -3.6267 -1.6572 0.8870
H -3.4733 -1.7376 2.6712
H -0.1094 -1.2174 3.2218
H 0.5942 -1.0745 5.5671
H -0.4737 0.5556 7.0938
H -2.2635 2.0379 6.2515
H -3.0008 1.8790 3.9114
H -5.1301 -0.0565 1.8012
H -6.8733 1.6356 1.4230
H -6.2482 3.9662 0.8957
H -3.8622 4.5997 0.7403
H -2.1132 2.9045 1.0882
H -2.0399 -4.2976 2.7896
H 0.4012 -4.9544 1.7932
H 1.3581 -2.9298 -1.0896
H 2.3472 -3.2056 0.3540
H 1.8921 1.5006 1.6131
H 2.7929 2.0461 3.8461
H 3.5656 0.2291 5.3386
H 3.4142 -2.1225 4.5883
H 2.5173 -2.6630 2.3794
H 4.3776 -1.4618 0.2119
H 6.3016 -0.6666 -1.0950
H 5.9803 1.0262 -2.8700
H 3.7167 1.9062 -3.3378
H 1.7757 1.0523 -2.0816
S -2.5868 0.2500 -1.5937
C -2.9236 -0.8148 -2.8246
C -3.3205 -0.2191 -4.0634
N -3.6084 0.2850 -5.0570
C -2.8417 -2.2452 -2.7210
S -2.5775 -3.0804 -1.3388
C -3.0483 -2.9849 -3.9447
N -3.2207 -3.5977 -4.9003
C 0.2474 -3.0065 -4.9492
C 1.1282 -1.9296 -4.3101
C 2.4891 -2.5322 -3.9305
C 1.3349 -0.7812 -5.3072
C 0.4854 -1.3981 -3.0952
C 0.0296 -0.9560 -2.0620
H 0.7921 -3.5004 -5.7564
H -0.6576 -2.5723 -5.3674
H -0.0444 -3.7605 -4.2171
H 2.9953 -2.8983 -4.8259
H 2.3635 -3.3731 -3.2456
H 3.1267 -1.7887 -3.4509
H 1.7538 -1.1675 -6.2385
H 2.0238 -0.0383 -4.9021
H 0.3848 -0.2915 -5.5312
C -0.2598 1.4907 -0.4314
C 0.0830 2.8786 -0.5645
C 0.4853 3.6918 0.4978
C 0.7918 5.0211 0.2680
C 0.6899 5.5491 -1.0138
C 0.2744 4.7507 -2.0711
C -0.0297 3.4185 -1.8520
H 0.5383 3.2878 1.5010
H 1.1067 5.6506 1.0892
H 0.9311 6.5891 -1.1867
H 0.1874 5.1659 -3.0655
H -0.3531 2.7778 -2.6628
```